46
Properties=species:S:1:pos:R:3:lowdin_charge:R:1 method="wB97M-V/def2-TZVPD" lumo_ev=-0.02 multiplicity=1 e_tot_ha=-1627.42166 mol_weight_g_mol=378.8 total_charge=0 gap_ev=8.51
C 6.002 -4.783 -1.566 -0.07
O 4.611 -4.468 -1.636 -0.06
C 4.308 -3.173 -1.823 -0.37
C 2.902 -2.868 -1.907 0.05
C 2.528 -1.599 -2.103 0.04
C 3.536 -0.550 -2.219 -0.32
N 3.337 0.696 -2.435 0.16
C 2.061 1.242 -2.419 -0.50
O 1.501 1.638 -3.415 0.09
C 1.457 1.423 -1.035 -0.09
C 0.026 1.901 -1.079 -0.26
C -1.042 0.948 -1.642 -0.12
N -1.948 1.371 -0.561 -0.13
C -2.782 0.351 0.042 -0.19
C -3.535 0.922 1.217 -0.23
C -4.508 1.887 0.971 -0.02
C -5.216 2.480 1.998 0.00
C -4.933 2.095 3.294 -0.24
F -5.631 2.679 4.292 0.06
C -3.977 1.150 3.621 -0.22
C -3.704 0.772 5.047 -0.06
C -3.291 0.582 2.543 -0.52
Cl -2.065 -0.603 2.931 0.72
C -0.798 1.862 0.222 -0.12
N 4.822 -1.009 -2.107 0.07
N 5.229 -2.287 -1.926 0.13
H 6.050 -5.857 -1.415 0.09
H 6.504 -4.502 -2.492 0.09
H 6.472 -4.257 -0.736 0.09
H 2.191 -3.679 -1.825 0.13
H 1.489 -1.319 -2.207 0.11
H 1.539 0.478 -0.487 0.12
H 2.096 2.130 -0.496 0.13
H -0.038 2.872 -1.567 0.15
H -1.404 1.112 -2.655 0.12
H -0.730 -0.105 -1.531 0.12
H -3.498 0.015 -0.712 0.13
H -2.194 -0.524 0.349 0.08
H -4.695 2.179 -0.054 0.12
H -5.974 3.228 1.817 0.12
H -2.660 0.959 5.302 0.08
H -4.337 1.340 5.723 0.08
H -3.887 -0.291 5.206 0.08
H -0.411 1.105 0.920 0.11
H -0.970 2.794 0.761 0.12
H 5.566 -0.337 -2.203 0.15

44
Properties=species:S:1:pos:R:3:lowdin_charge:R:1 method="wB97M-V/def2-TZVPD" lumo_ev=0.55 multiplicity=1 e_tot_ha=-1472.86367 mol_weight_g_mol=345.8 smiles="O=C(NC[C@@H](c1cccnc1)N1CCOCC1)c1cccc(Cl)c1" total_charge=0 gap_ev=9.41
O 2.651 0.722 -0.502 0.07
C 2.044 -0.329 -0.568 -0.46
N 1.544 -0.964 0.518 0.08
C 1.364 -0.283 1.774 -0.11
C -0.132 0.004 2.014 -0.26
C -0.372 0.889 3.216 -0.16
C 0.348 2.054 3.464 -0.02
C 0.008 2.841 4.552 -0.05
C -1.047 2.439 5.357 -0.15
N -1.739 1.336 5.135 0.06
C -1.409 0.591 4.098 -0.11
N -0.745 0.498 0.781 -0.12
C -2.193 0.391 0.765 -0.16
C -2.687 0.671 -0.656 -0.19
O -2.296 1.947 -1.096 -0.12
C -0.894 2.076 -1.045 -0.18
C -0.360 1.838 0.367 -0.15
C 1.816 -1.043 -1.861 -0.13
C 2.817 -1.056 -2.825 -0.01
C 2.598 -1.674 -4.043 -0.06
C 1.375 -2.263 -4.321 -0.10
C 0.372 -2.223 -3.365 -0.66
Cl -1.170 -2.928 -3.709 0.67
C 0.582 -1.622 -2.135 -0.07
H 0.999 -1.800 0.377 0.14
H 1.953 0.633 1.713 0.11
H 1.748 -0.893 2.598 0.13
H -0.620 -0.962 2.207 0.14
H 1.165 2.349 2.823 0.11
H 0.550 3.749 4.767 0.10
H -1.353 3.020 6.216 0.10
H -2.007 -0.303 3.962 0.12
H -2.485 -0.621 1.055 0.13
H -2.667 1.107 1.458 0.13
H -3.778 0.651 -0.693 0.13
H -2.286 -0.096 -1.337 0.12
H -0.667 3.090 -1.375 0.13
H -0.424 1.356 -1.733 0.12
H 0.725 1.923 0.344 0.11
H -0.775 2.608 1.039 0.13
H 3.759 -0.579 -2.604 0.12
H 3.379 -1.693 -4.788 0.11
H 1.195 -2.739 -5.272 0.11
H -0.223 -1.576 -1.416 0.10

49
Properties=species:S:1:pos:R:3:lowdin_charge:R:1 method="wB97M-V/def2-TZVPD" lumo_ev=-0.89 multiplicity=1 e_tot_ha=-2171.91077 mol_weight_g_mol=441.9 smiles="CCN(CC)S(=O)(=O)c1ccc(OC)c(NC(=O)c2cc([N+](=O)[O-])ccc2Cl)c1" total_charge=0 gap_ev=7.79
C -6.549 -2.308 0.195 -0.07
C -5.830 -1.510 -0.890 -0.25
N -4.435 -1.235 -0.613 -0.26
C -3.414 -2.194 -0.969 -0.24
C -3.329 -3.438 -0.086 -0.07
S -4.116 -0.273 0.710 0.67
O -3.594 -1.016 1.822 -0.27
O -5.271 0.548 0.930 -0.28
C -2.809 0.766 0.057 -0.26
C -3.157 1.889 -0.659 -0.05
C -2.168 2.714 -1.174 0.00
C -0.831 2.395 -0.984 -0.20
O 0.224 3.131 -1.443 -0.09
C -0.042 4.335 -2.127 -0.07
C -0.486 1.231 -0.262 -0.12
N 0.877 0.970 -0.106 0.13
C 1.455 -0.199 0.272 -0.43
O 0.865 -1.227 0.510 0.11
C 2.960 -0.134 0.331 -0.13
C 3.660 -1.188 -0.241 0.08
C 5.045 -1.212 -0.193 -0.13
N 5.762 -2.301 -0.817 -0.36
O 6.965 -2.326 -0.679 0.09
O 5.116 -3.111 -1.442 0.09
C 5.757 -0.205 0.450 0.02
C 5.068 0.831 1.045 -0.08
C 3.678 0.870 0.984 -0.58
Cl 2.868 2.168 1.780 0.76
C -1.484 0.429 0.268 0.01
H -6.149 -3.314 0.283 0.06
H -7.609 -2.372 -0.040 0.08
H -6.429 -1.800 1.147 0.07
H -5.883 -2.025 -1.853 0.12
H -6.315 -0.535 -0.984 0.11
H -2.465 -1.655 -0.915 0.10
H -3.580 -2.481 -2.013 0.12
H -4.168 -4.106 -0.260 0.06
H -3.317 -3.139 0.958 0.06
H -2.410 -3.974 -0.309 0.08
H -4.201 2.121 -0.790 0.12
H -2.450 3.599 -1.722 0.11
H 0.933 4.755 -2.369 0.10
H -0.594 5.038 -1.498 0.10
H -0.597 4.154 -3.052 0.10
H 1.469 1.739 -0.392 0.12
H 3.120 -1.993 -0.719 0.14
H 6.835 -0.253 0.479 0.12
H 5.599 1.614 1.563 0.11
H -1.240 -0.441 0.854 0.11

41
Properties=species:S:1:pos:R:3:lowdin_charge:R:1 method="wB97M-V/def2-TZVPD" lumo_ev=-0.22 multiplicity=1 e_tot_ha=-1288.00681 mol_weight_g_mol=301.8 total_charge=0 gap_ev=7.26
Cl 6.388 -0.484 -3.281 0.66
C 4.861 -0.481 -2.506 -0.72
C 4.206 -1.687 -2.219 -0.11
C 2.904 -1.684 -1.699 -0.01
C 2.174 -0.462 -1.505 -0.37
O 0.870 -0.405 -1.264 -0.08
C 2.938 0.730 -1.661 -0.03
C 4.223 0.726 -2.213 -0.12
H 4.714 -2.617 -2.474 0.10
H 2.385 -2.616 -1.512 0.11
H 2.436 1.664 -1.435 0.10
H 4.726 1.661 -2.467 0.10
C -4.117 1.801 -0.251 -0.21
C -3.166 1.687 -1.433 -0.18
C -1.700 1.665 -1.042 -0.18
N -1.418 0.743 0.036 -0.11
C -0.066 0.420 0.198 -0.04
C 0.162 -0.684 1.143 -0.21
C -0.883 -1.576 1.422 -0.03
C -0.748 -2.402 2.535 -0.07
C 0.477 -2.462 3.204 -0.08
C 1.588 -1.777 2.704 -0.07
C 1.430 -0.860 1.670 -0.02
C -2.266 1.055 1.266 -0.13
C -3.767 0.938 0.959 -0.18
H -4.080 2.839 0.102 0.11
H -5.149 1.619 -0.558 0.11
H -3.365 0.798 -2.036 0.12
H -3.346 2.538 -2.082 0.11
H -1.086 1.372 -1.907 0.13
H -1.376 2.649 -0.665 0.13
H 0.592 1.302 0.248 0.15
H -1.826 -1.528 0.868 0.12
H -1.618 -2.949 2.896 0.11
H 0.566 -3.045 4.118 0.10
H 2.571 -1.896 3.159 0.11
H 2.259 -0.251 1.316 0.12
H -2.045 0.392 2.121 0.11
H -2.046 2.095 1.576 0.13
H -4.351 1.298 1.822 0.12
H -4.054 -0.125 0.846 0.12